No. 1
A molecular structure, C4H9N3 in a non-equilibrium geometry. Source: the OMol25 dataset; level of theory: wB97M-V/def2-TZVPD.

XYZ file:
```
16
Properties=species:S:1:pos:R:3
C 0.337 -0.491 1.299
C -2.278 0.669 0.287
C 1.268 -0.566 -0.392
N 1.673 0.683 -0.873
C -1.180 0.066 -0.518
N -0.195 -0.581 0.032
N 1.775 -1.708 -0.679
H 2.406 0.659 -1.565
H 1.672 1.453 -0.223
H 2.733 -1.623 -1.005
H 0.794 -1.371 1.718
H -0.163 0.147 2.019
H -1.162 0.155 -1.596
H -2.005 1.678 0.619
H -3.188 0.747 -0.306
H -2.486 0.082 1.184
```

Values from the calculation:
E	-8760.630	eV
charge	0
frontier orbital gap (spin up / spin down)	7.9 / 7.9	eV
max |F|	2.02	eV/Å
ΔE to the lowest compared entry with this formula, charge and spin	375.8	kJ/mol
spin multiplicity	1

=====

No. 2
A molecular structure, C4H9N3O in a non-equilibrium geometry. Source: the OMol25 dataset; level of theory: wB97M-V/def2-TZVPD.

XYZ file:
```
17
Properties=species:S:1:pos:R:3
C 1.530 -0.309 -1.714
C 0.559 -0.058 -0.592
C 0.864 0.990 0.428
C -2.112 -1.679 0.603
H 2.540 -0.212 -1.464
H 0.653 -1.391 -1.940
H 1.160 0.367 -2.690
H 1.058 0.349 1.432
H 2.030 1.406 0.385
H -0.859 2.062 0.205
H 0.310 2.385 1.645
H -1.092 0.210 1.141
H -3.179 -1.356 1.177
N -0.239 1.763 0.928
N -0.251 -1.054 -0.323
N -1.243 -0.617 0.542
O -1.727 -2.858 0.238
```

Values from the calculation:
E	-10805.690	eV
charge	0
frontier orbital gap	9.2	eV
max |F|	8.09	eV/Å
ΔE to the lowest compared entry with this formula, charge and spin	653.3	kJ/mol
spin multiplicity	1

=====

No. 3
A single C4H9N3O molecule in a non-equilibrium geometry. Source: the OMol25 dataset; level of theory: wB97M-V/def2-TZVPD.

XYZ file:
```
17
Properties=species:S:1:pos:R:3
C -0.951 1.818 -0.113
C -0.262 0.521 -0.052
C 1.578 0.708 0.192
N 2.417 -0.142 -0.434
O 1.925 1.733 0.734
C -0.357 -0.741 0.105
N -2.061 -1.124 -0.187
N 0.278 -1.932 0.221
H -1.569 1.976 0.775
H -1.584 1.880 -1.002
H -0.215 2.626 -0.160
H 3.402 0.083 -0.500
H 2.063 -0.978 -0.880
H -2.627 -0.392 -0.612
H -2.523 -1.397 0.677
H -0.424 -2.671 0.220
H 0.910 -1.969 1.016
```

Values from the calculation:
E	-10809.220	eV
charge	0
frontier orbital gap	9.2	eV
max |F|	8.40	eV/Å
ΔE to the lowest compared entry with this formula, charge and spin	312.8	kJ/mol
spin multiplicity	1

=====

No. 4
A single C4H9N3O molecule. Source: the OMol25 dataset; level of theory: wB97M-V/def2-TZVPD.

XYZ file:
```
17
Properties=species:S:1:pos:R:3
H -0.568 2.542 0.706
N 0.217 1.903 0.635
C -0.070 0.797 0.072
C -1.456 0.439 -0.425
C -2.225 -0.442 0.523
O -1.912 0.901 -1.441
N 0.860 -0.179 -0.070
C 2.258 0.089 0.176
N 0.507 -1.277 -0.869
H -1.737 -1.413 0.563
H -3.251 -0.556 0.185
H -2.204 -0.011 1.522
H 2.699 -0.736 0.741
H 2.809 0.219 -0.761
H 2.307 1.006 0.756
H 0.928 -2.121 -0.486
H 0.838 -1.162 -1.829
```

Values from the calculation:
E	-10810.527	eV
charge	0
frontier orbital gap	9.7	eV
max |F|	0.68	eV/Å
ΔE to the lowest compared entry with this formula, charge and spin	186.6	kJ/mol
spin multiplicity	1

=====

No. 5
A single C4H9N3O molecule in a non-equilibrium geometry. Source: the OMol25 dataset; level of theory: wB97M-V/def2-TZVPD.

XYZ file:
```
17
Properties=species:S:1:pos:R:3
O 2.613 -1.405 0.089
N 2.618 -0.176 -0.789
C 2.081 0.867 -0.258
N 0.900 1.112 0.619
N 0.280 -0.178 1.062
C -0.581 -0.583 -0.100
C -1.597 0.593 -0.631
C -2.152 -0.906 -0.185
H 1.758 -1.440 0.797
H 2.653 1.798 -0.646
H 0.294 1.813 0.332
H -0.315 -0.060 1.980
H 0.109 -1.257 -0.824
H -1.629 1.093 -1.595
H -2.038 1.213 0.222
H -2.654 -0.746 0.903
H -2.341 -1.738 -0.976
```

Values from the calculation:
E	-10804.385	eV
charge	0
frontier orbital gap	9.5	eV
max |F|	6.35	eV/Å
ΔE to the lowest compared entry with this formula, charge and spin	779.3	kJ/mol
spin multiplicity	1

=====

No. 6
A single C4H9N3O molecule in a non-equilibrium geometry. Source: the OMol25 dataset; level of theory: wB97M-V/def2-TZVPD.

XYZ file:
```
17
Properties=species:S:1:pos:R:3
C 0.699 1.424 -1.240
C -2.107 0.313 0.917
N 1.237 -0.781 0.629
C -0.898 0.139 0.038
C 0.017 -1.425 0.089
O 2.460 -1.445 0.454
N -0.779 -0.948 -0.847
N 0.027 1.132 0.015
H 2.624 -1.367 -0.503
H 1.217 -0.243 1.493
H 0.086 -2.513 0.220
H 0.411 0.784 -2.078
H 0.458 2.459 -1.506
H 1.782 1.381 -1.100
H -1.802 0.422 1.961
H -2.658 1.212 0.625
H -2.774 -0.546 0.832
```

Values from the calculation:
E	-10805.884	eV
charge	0
frontier orbital gap (spin up / spin down)	8.3 / 8.3	eV
max |F|	6.15	eV/Å
ΔE to the lowest compared entry with this formula, charge and spin	634.7	kJ/mol
spin multiplicity	1

=====

No. 7
A single C4H9N3O molecule in a non-equilibrium geometry. Source: the OMol25 dataset; level of theory: wB97M-V/def2-TZVPD.

XYZ file:
```
17
Properties=species:S:1:pos:R:3
C -1.168 -0.030 -0.344
C -1.949 -0.126 0.949
C 0.487 -0.585 0.010
N 2.486 1.452 -0.569
C 0.662 -1.911 -0.036
O -1.207 1.209 -0.952
N 0.841 0.566 0.708
N 1.977 0.345 0.067
H -0.795 1.842 -0.345
H -1.486 -0.763 -1.082
H 1.786 2.116 -0.892
H 3.306 1.223 -1.111
H -1.880 -1.127 1.370
H -1.563 0.584 1.680
H -2.996 0.115 0.753
H 1.663 -2.310 -0.084
H -0.165 -2.600 -0.123
```

Values from the calculation:
E	-10805.828	eV
charge	0
frontier orbital gap (spin up / spin down)	7.9 / 7.9	eV
max |F|	6.95	eV/Å
ΔE to the lowest compared entry with this formula, charge and spin	640.0	kJ/mol
spin multiplicity	1

=====

No. 8
A single C4H9N3O molecule in a non-equilibrium geometry. Source: the OMol25 dataset; level of theory: wB97M-V/def2-TZVPD.

XYZ file:
```
17
Properties=species:S:1:pos:R:3
C 1.605 -1.109 0.413
C 0.813 1.901 0.776
N 0.305 -1.137 -0.183
C -1.839 -0.464 -0.579
N -1.725 -1.307 -1.617
C -0.387 1.128 0.353
N -0.491 -0.107 -0.075
O -2.824 -0.020 -0.100
H -0.804 -1.758 -1.672
H -2.546 -1.787 -1.948
H -1.313 1.684 0.297
H 1.559 -0.977 1.493
H 2.059 -2.078 0.199
H 2.256 -0.336 -0.008
H 1.230 2.453 -0.081
H 1.600 1.279 1.200
H 0.504 2.635 1.532
```

Values from the calculation:
E	-10809.829	eV
charge	0
frontier orbital gap (spin up / spin down)	8.5 / 8.5	eV
max |F|	1.63	eV/Å
ΔE to the lowest compared entry with this formula, charge and spin	254.0	kJ/mol
spin multiplicity	1

=====

No. 9
A single C4H9N3O molecule. Source: the OMol25 dataset; level of theory: wB97M-V/def2-TZVPD.

XYZ file:
```
17
Properties=species:S:1:pos:R:3
C 0.426 -1.421 0.751
C -0.392 -0.172 0.422
N -1.483 -0.519 -0.453
N -0.862 0.426 1.654
N 0.434 0.789 -0.315
C 0.548 1.105 -1.756
C 1.658 0.839 -0.828
O 2.822 0.748 -0.606
H 0.621 -1.976 -0.162
H -0.132 -2.044 1.444
H 1.371 -1.137 1.205
H -2.089 0.282 -0.599
H -2.033 -1.261 -0.039
H -0.096 0.584 2.297
H -1.313 1.317 1.474
H 0.244 2.108 -2.027
H 0.277 0.333 -2.465
```

Values from the calculation:
E	-10810.471	eV
charge	0
frontier orbital gap	10.0	eV
max |F|	0.75	eV/Å
ΔE to the lowest compared entry with this formula, charge and spin	192.0	kJ/mol
spin multiplicity	1

=====

No. 10
A single C4H9N3O2 molecule. Source: the OMol25 dataset; level of theory: wB97M-V/def2-TZVPD.

XYZ file:
```
18
Properties=species:S:1:pos:R:3
C 0.756 0.463 -0.149
C 1.686 0.557 -1.348
N -1.196 -0.431 0.912
C -0.827 0.027 -0.518
C 1.029 -0.533 0.813
N -1.856 0.565 1.695
O -0.694 -1.225 -1.224
N 1.602 -1.360 1.443
O -1.521 0.922 -1.047
H -1.242 -1.102 -2.009
H -1.817 -1.234 0.838
H 0.611 1.419 0.358
H -1.146 1.109 2.173
H -2.323 1.192 1.036
H 1.256 -2.135 1.989
H 1.212 1.227 -2.067
H 2.667 0.956 -1.085
H 1.804 -0.419 -1.814
```

Values from the calculation:
E	-12855.972	eV
charge	0
frontier orbital gap	8.7	eV
max |F|	0.67	eV/Å
ΔE to the lowest compared entry with this formula, charge and spin	381.6	kJ/mol
spin multiplicity	1

=====

No. 11
2 unconnected molecules or ions with the total composition C4H9N3O2 in a non-equilibrium geometry. Source: the OMol25 dataset; level of theory: wB97M-V/def2-TZVPD.

XYZ file:
```
18
Properties=species:S:1:pos:R:3
C 1.229 2.354 -0.253
C 0.053 -1.076 -1.385
C -1.345 -0.661 0.480
C 0.916 -1.293 0.835
N 1.486 1.736 0.785
N -0.158 -1.066 -0.072
N -2.404 -0.207 -0.271
O -2.453 -0.110 -1.493
O -3.397 0.080 0.466
H 1.911 2.058 -1.177
H 0.500 3.207 -0.501
H -0.716 -0.888 -2.130
H 1.013 -1.392 -1.846
H -1.749 -0.733 1.499
H 1.562 -2.106 0.605
H 1.702 -0.578 0.871
H 0.744 -1.440 1.928
H 1.106 2.114 1.660
```

Values from the calculation:
E	-12852.469	eV
charge	0
frontier orbital gap (spin up / spin down)	7.8 / 7.8	eV
max |F|	4.12	eV/Å
ΔE to the lowest compared entry with this formula, charge and spin	719.7	kJ/mol
spin multiplicity	1

=====

No. 12
A single C4H9N3O2 molecule in a non-equilibrium geometry. Source: the OMol25 dataset; level of theory: wB97M-V/def2-TZVPD.

XYZ file:
```
18
Properties=species:S:1:pos:R:3
C 1.366 -0.135 -1.656
C 0.743 0.606 -0.496
O 1.022 1.764 -0.217
C 0.326 -0.380 0.728
N 0.687 0.304 1.936
C -1.131 -0.417 0.461
O -1.707 -1.624 0.412
N -1.914 0.737 0.506
N -1.377 0.650 -0.844
H 0.815 -1.047 -1.888
H 2.381 -0.417 -1.378
H 1.386 0.514 -2.532
H 0.787 -1.363 0.613
H 1.634 0.022 2.209
H 0.320 0.440 2.869
H -2.615 -1.508 0.092
H -1.452 1.509 0.988
H -1.270 0.346 -1.803
```

Values from the calculation:
E	-12853.840	eV
charge	0
frontier orbital gap	8.9	eV
max |F|	4.05	eV/Å
ΔE to the lowest compared entry with this formula, charge and spin	587.4	kJ/mol
spin multiplicity	1

=====

No. 13
A single C4H9N3O2S molecule in a non-equilibrium geometry. Source: the OMol25 dataset; level of theory: wB97M-V/def2-TZVPD.

XYZ file:
```
19
Properties=species:S:1:pos:R:3
C -0.405 2.849 0.409
C 0.075 1.426 0.484
N -0.786 0.462 0.197
N -0.171 -0.730 -0.004
S -0.786 -2.389 -0.295
N -1.888 -2.081 -1.474
O 0.310 -3.144 -0.716
O -1.576 -2.669 0.891
C 1.324 -0.686 0.171
C 1.464 0.795 0.573
H -1.018 3.095 1.221
H -0.772 2.847 -0.596
H 0.545 3.464 0.562
H -2.530 -1.450 -0.946
H -1.309 -1.639 -2.227
H 1.903 -0.874 -0.734
H 1.699 -1.351 0.882
H 1.712 0.674 1.598
H 2.209 1.401 0.003
```

Values from the calculation:
E	-23691.675	eV
charge	0
frontier orbital gap	8.8	eV
max |F|	6.45	eV/Å
ΔE to the lowest compared entry with this formula, charge and spin	260.9	kJ/mol
spin multiplicity	1

=====

No. 14
A gas-phase ion, C4H9N3O2S (charge +2) in a non-equilibrium geometry. Source: the OMol25 dataset; level of theory: wB97M-V/def2-TZVPD.

XYZ file:
```
19
Properties=species:S:1:pos:R:3
C -1.988 -0.205 -0.022
C 0.932 -0.481 0.268
C -1.385 1.100 -0.548
C 3.232 -0.412 -0.272
N -1.178 -1.263 -0.044
N -3.236 -0.068 0.400
N 1.955 -1.095 -0.050
O -0.079 1.349 1.832
O 1.189 1.978 -0.212
S 0.147 1.300 0.433
H -1.060 0.964 -1.566
H -2.020 1.853 -0.353
H 3.130 -0.077 -1.340
H 4.202 -1.005 -0.125
H 3.143 0.499 0.204
H -1.421 -2.183 0.508
H -3.689 0.832 0.352
H -3.871 -0.926 0.555
H 1.998 -2.159 -0.022
```

Values from the calculation:
E	-23670.769	eV
charge	+2
frontier orbital gap (spin up / spin down)	7.9 / 7.9	eV
max |F|	5.13	eV/Å
ΔE to the lowest compared entry with this formula, charge and spin	408.5	kJ/mol
spin multiplicity	1